{"formula": "C6H13NO", "method": "wB97M-V/def2-TZVPD", "symbols": ["C", "C", "C", "C", "H", "H", "H", "H", "H", "H", "H", "H", "C", "N", "C", "O", "H", "H", "H", "H", "H"], "xyz": [[0.02, 0.48, 1.67], [0.91, 1.70, 1.90], [0.65, 0.06, -1.05], [1.76, -0.55, -1.59], [-1.03, 0.79, 1.70], [0.18, -0.12, 2.57], [0.42, 1.08, -1.33], [0.73, 2.53, 1.21], [0.70, 2.16, 2.88], [1.96, 1.42, 1.92], [1.90, -1.61, -1.48], [2.62, 0.01, -1.93], [-1.77, -0.20, -1.65], [-0.55, -0.79, -1.06], [-0.65, -1.41, 0.88], [-1.67, -1.94, 1.22], [-0.36, -1.68, -1.54], [0.36, -1.77, 1.08], [-2.14, 0.56, -0.97], [-1.54, 0.26, -2.61], [-2.51, -0.97, -1.81]], "lumo_energy_ev": [0.585, 0.585], "relative_energy_ev": 6.3942, "homo_lumo_gap_ev": [7.81, 7.81], "homo_ev": [-7.2, -7.2]}

***

{"formula": "C4H12N2", "method": "wB97M-V/def2-TZVPD", "symbols": ["N", "C", "C", "C", "C", "N", "H", "H", "H", "H", "H", "H", "H", "H", "H", "H", "H", "H"], "xyz": [[-4.03, 0.50, -0.06], [2.80, 0.42, -0.55], [1.78, -0.74, -0.36], [0.83, -0.83, 0.84], [-0.48, -0.32, 0.68], [-0.85, 1.06, 0.15], [-3.13, 0.41, 0.39], [-4.32, -0.13, -0.79], [3.55, 0.09, -1.28], [3.45, 0.53, 0.31], [2.31, 1.32, -0.95], [1.23, -0.81, -1.31], [2.35, -1.65, -0.20], [1.06, -1.57, 1.60], [-1.37, -0.94, 0.77], [-0.25, 0.49, -0.56], [-0.19, 1.69, 0.64], [-4.72, 0.48, 0.68]], "lumo_energy_ev": [4.346, 4.262], "spin_multiplicity": 2, "relative_energy_ev": 2.7264, "homo_lumo_gap_ev": [4.18, 6.47], "s2": 0.7556, "total_charge": -1, "homo_ev": [0.2, -2.2]}

***

{"formula": "C7H8INO2", "method": "wB97M-V/def2-TZVPD", "symbols": ["C", "C", "C", "C", "C", "C", "C", "N", "O", "O", "I", "H", "H", "H", "H", "H", "H", "H", "H"], "xyz": [[-0.36, -0.60, -2.02], [-1.59, -0.41, -1.44], [0.92, -0.46, -1.26], [-1.77, -0.05, -0.09], [0.70, -0.16, 0.27], [-0.74, 0.05, 0.74], [1.45, 1.19, 0.65], [-0.84, 0.04, 2.17], [-1.97, -0.13, 2.63], [0.13, 0.12, 2.87], [2.29, -2.05, -1.62], [-0.32, -0.96, -3.16], [-2.48, -0.38, -2.05], [1.42, 0.49, -1.62], [-2.79, -0.05, 0.24], [1.06, -0.95, 0.99], [0.71, 1.93, 0.95], [2.27, 1.43, 0.13], [1.90, 0.94, 1.63]], "lumo_energy_ev": [-0.665, -4.495], "spin_multiplicity": 3, "relative_energy_ev": 2.0410, "homo_lumo_gap_ev": [5.08, 4.12], "s2": 2.0331, "homo_ev": [-5.7, -8.6]}

***

{"formula": "C41H33Cl5FInN6O5STe", "method": "wB97M-V/def2-TZVPD", "symbols": ["In", "C", "C", "N", "N", "C", "O", "C", "C", "C", "C", "C", "C", "C", "C", "C", "C", "C", "N", "H", "H", "H", "H", "H", "H", "H", "H", "H", "H", "H", "H", "F", "C", "C", "C", "C", "O", "C", "C", "N", "C", "C", "C", "C", "C", "C", "N", "C", "C", "N", "C", "C", "C", "O", "O", "H", "H", "H", "H", "H", "H", "H", "H", "H", "H", "H", "H", "H", "H", "H", "H", "H", "H", "Cl", "C", "C", "Cl", "C", "Cl", "C", "O", "C", "Cl", "C", "Cl", "Te", "C", "C", "C", "C", "S", "H", "H", "H"], "xyz": [[0.02, 1.57, -2.24], [4.44, 0.56, -1.15], [3.11, 1.24, -1.34], [2.17, 0.73, -2.12], [2.44, -0.38, -2.86], [1.34, -0.86, -3.43], [0.16, -0.36, -3.39], [1.50, -2.13, -4.16], [0.43, -2.85, -4.74], [0.66, -4.00, -5.52], [1.95, -4.42, -5.72], [3.01, -3.76, -5.12], [2.77, -2.72, -4.26], [2.82, 2.46, -0.63], [3.66, 2.90, 0.42], [3.28, 4.00, 1.22], [2.03, 4.60, 0.97], [1.28, 4.13, -0.08], [1.68, 3.12, -0.85], [4.59, -0.19, -1.95], [4.46, -0.05, -0.20], [5.30, 1.29, -1.21], [-0.60, -2.51, -4.59], [-0.22, -4.44, -5.97], [2.16, -5.29, -6.32], [4.02, -4.09, -5.26], [3.55, -2.36, -3.61], [4.61, 2.40, 0.60], [3.86, 4.38, 2.06], [1.64, 5.46, 1.50], [0.33, 4.54, -0.40], [1.65, -2.50, 3.03], [0.48, -1.84, 2.93], [0.28, -1.05, 1.79], [-0.92, -0.29, 1.60], [-1.01, 0.67, 0.50], [-0.15, 0.45, -0.49], [-1.97, 1.69, 0.66], [-2.91, 1.60, 1.67], [-2.95, 0.52, 2.52], [-4.02, 0.63, 3.51], [-5.50, 0.52, 3.15], [-4.75, -0.62, 3.91], [-1.84, -0.35, 2.65], [-1.69, -1.12, 3.77], [-0.46, -1.84, 3.99], [-0.31, -2.53, 5.22], [-0.33, -1.69, 6.43], [-0.77, -2.39, 7.75], [-0.50, -3.85, 7.70], [0.66, -4.27, 6.73], [0.23, -3.88, 5.31], [-2.10, 2.98, -0.24], [-3.04, 3.73, 0.00], [-1.24, 3.10, -1.20], [1.00, -1.00, 0.99], [-3.69, 2.32, 1.81], [-3.87, 1.34, 4.33], [-5.70, 0.30, 2.10], [-6.08, 1.18, 3.82], [-4.49, -1.49, 3.28], [-4.89, -0.61, 5.02], [-2.40, -1.08, 4.59], [-0.99, -0.81, 6.30], [0.66, -1.23, 6.55], [-1.84, -2.24, 7.94], [-0.23, -1.96, 8.62], [-1.36, -4.35, 7.36], [-0.23, -4.21, 8.63], [0.76, -5.39, 6.89], [1.56, -3.75, 7.04], [-0.49, -4.66, 4.91], [1.09, -3.98, 4.68], [-6.18, -0.81, -6.78], [-4.85, -0.17, -5.87], [-4.65, -0.68, -4.55], [-5.73, -1.77, -3.85], [-3.56, -0.17, -3.83], [-3.27, -0.72, -2.20], [-2.74, 0.95, -4.30], [-1.98, 1.57, -3.48], [-3.01, 1.38, -5.68], [-2.04, 2.60, -6.37], [-4.07, 0.84, -6.46], [-4.30, 1.40, -8.06], [0.98, 3.64, -4.22], [3.00, 4.16, -3.92], [4.01, 3.16, -3.79], [5.27, 3.74, -3.96], [5.26, 5.10, -4.15], [3.72, 5.82, -4.07], [3.76, 2.12, -3.62], [6.18, 3.16, -3.95], [6.13, 5.66, -4.29]], "lumo_energy_ev": -2.576, "relative_energy_ev": 0.3824, "homo_lumo_gap_ev": 2.56, "homo_ev": -5.1}

***

{"formula": "C19H23NO2", "method": "wB97M-V/def2-TZVPD", "symbols": ["C", "C", "C", "C", "O", "C", "C", "C", "C", "C", "C", "H", "H", "C", "O", "N", "H", "C", "H", "H", "C", "C", "C", "C", "C", "C", "C", "H", "H", "H", "H", "H", "H", "H", "H", "H", "H", "H", "H", "H", "H", "H", "H", "H", "H"], "xyz": [[-3.82, -1.11, 7.68], [-2.57, -1.99, 7.63], [-2.27, -2.52, 6.23], [-1.87, -1.42, 5.25], [-1.46, -2.05, 4.05], [-1.06, -1.28, 3.00], [-0.99, 0.11, 3.01], [-0.57, 0.78, 1.87], [-0.18, 0.09, 0.73], [-0.27, -1.30, 0.73], [-0.70, -1.98, 1.84], [-0.78, -3.05, 1.85], [-0.03, -1.87, -0.16], [0.27, 0.89, -0.45], [-0.14, 2.02, -0.66], [1.18, 0.28, -1.24], [1.49, -0.65, -1.01], [1.68, 0.88, -2.45], [2.77, 0.84, -2.46], [1.36, 1.92, -2.44], [1.13, 0.17, -3.70], [1.63, 0.84, -4.94], [1.01, 1.98, -5.43], [1.49, 2.63, -6.55], [2.61, 2.15, -7.20], [3.25, 1.02, -6.72], [2.76, 0.37, -5.60], [3.26, -0.51, -5.23], [4.12, 0.64, -7.23], [2.99, 2.66, -8.08], [0.99, 3.52, -6.92], [0.13, 2.36, -4.92], [1.43, -0.88, -3.69], [0.04, 0.21, -3.67], [-0.52, 1.86, 1.86], [-1.27, 0.68, 3.88], [-2.71, -0.75, 5.05], [-1.04, -0.83, 5.66], [-3.14, -3.04, 5.83], [-1.44, -3.23, 6.28], [-1.71, -1.42, 7.99], [-2.71, -2.84, 8.29], [-3.68, -0.20, 7.11], [-4.68, -1.64, 7.27], [-4.05, -0.84, 8.71]], "smiles": "CCCCOc1ccc(C(=O)NCCc2ccccc2)cc1", "lumo_energy_ev": 0.784, "relative_energy_ev": 0.6848, "homo_lumo_gap_ev": 9.40, "homo_ev": -8.6}

***

{"formula": "C5H3Cl2N2O", "method": "wB97M-V/def2-TZVPD", "symbols": ["C", "C", "C", "C", "C", "N", "N", "O", "Cl", "Cl", "H", "H", "H"], "xyz": [[0.81, 0.67, 0.85], [0.01, 0.74, 1.90], [0.16, -0.25, -0.12], [-1.03, -0.29, 1.75], [0.21, -0.43, -1.56], [-0.97, -0.80, 0.56], [-0.08, -0.25, -2.80], [0.85, -1.30, -0.84], [0.47, 1.42, 3.35], [-2.22, -0.64, 2.81], [1.71, 1.39, 0.69], [-0.35, 0.59, -3.18], [0.45, -0.85, -3.40]], "smiles": "[NH2+]=C1O[C@@]12C=C(Cl)C(Cl)=N2", "lumo_energy_ev": -4.945, "homo_lumo_gap_ev": 9.02, "total_charge": 1, "homo_ev": -14.0}

***

no.,E_tot (eV)
1,-9964.7802
2,-7318.5952
3,-21065.4510
4,-150858.0187
5,-25662.0621
6,-35296.0559